{
  "formula": "C56H59NP2PtSbSeSi",
  "method": "wB97M-V/def2-TZVPD",
  "species": ["Pt", "C", "N", "C", "P", "C", "C", "C", "C", "C", "C", "C", "C", "C", "C", "C", "C", "C", "C", "C", "C", "C", "C", "P", "C", "C", "C", "C", "C", "C", "C", "C", "C", "C", "C", "C", "H", "H", "H", "H", "H", "H", "H", "H", "H", "H", "H", "H", "H", "H", "H", "H", "H", "H", "H", "H", "H", "H", "H", "H", "H", "H", "H", "H", "H", "C", "Si", "C", "C", "Se", "H", "H", "H", "H", "H", "H", "H", "H", "H", "C", "C", "C", "C", "C", "C", "C", "Sb", "C", "C", "C", "C", "C", "C", "C", "C", "C", "C", "C", "C", "C", "C", "H", "H", "H", "H", "H", "H", "H", "H", "H", "H", "H", "H", "H", "H", "H", "H", "H", "H", "H", "H", "H"],
  "positions_angstrom": [[-0.69909, 0.42772, 0.24296], [0.83772, -2.27144, 1.45361], [2.18953, -1.80147, 1.44688], [2.43980, -0.46250, 1.00505], [1.16065, 0.70056, 1.63111], [1.88228, 2.33186, 1.53201], [1.50893, 3.33022, 2.43791], [2.06117, 4.59429, 2.32761], [2.97096, 4.87292, 1.31421], [3.34975, 3.88030, 0.41774], [2.80230, 2.61348, 0.52180], [0.95909, 0.39842, 3.39117], [2.04476, -0.17398, 4.06336], [2.03787, -0.23108, 5.44951], [0.97741, 0.30548, 6.16341], [-0.09571, 0.88059, 5.49419], [-0.11692, 0.91441, 4.10944], [3.26655, -2.65829, 1.79780], [3.10007, -3.60400, 2.80561], [4.15661, -4.43559, 3.14856], [5.38211, -4.31606, 2.50885], [5.54436, -3.36806, 1.50899], [4.48872, -2.54532, 1.14216], [-0.07105, -1.78908, -0.08027], [-1.49131, -2.85451, -0.22751], [-2.11386, -3.40242, 0.89941], [-3.18938, -4.25205, 0.73364], [-3.67295, -4.52812, -0.54253], [-3.07280, -3.96814, -1.66027], [-1.98139, -3.12784, -1.50847], [1.02971, -2.14798, -1.45926], [0.91172, -1.55397, -2.71161], [1.75730, -1.91920, -3.74470], [2.72877, -2.88772, -3.53142], [2.83790, -3.50330, -2.29258], [1.99510, -3.14170, -1.25318], [0.22999, -1.87606, 2.28087], [0.81267, -3.36078, 1.52155], [2.42452, -0.35534, -0.09187], [3.41350, -0.11524, 1.35605], [0.81214, 3.12029, 3.23834], [1.79158, 5.36214, 3.03989], [3.39673, 5.86390, 1.23085], [4.08233, 4.09273, -0.34971], [3.12016, 1.83654, -0.15558], [2.89749, -0.56817, 3.52919], [2.87287, -0.68205, 5.96843], [0.99038, 0.28404, 7.24497], [-0.91039, 1.31172, 6.06070], [-0.95476, 1.37072, 3.59502], [2.16084, -3.67818, 3.34119], [4.02559, -5.16461, 3.93677], [6.20579, -4.95752, 2.78866], [6.49241, -3.27896, 0.99578], [4.61256, -1.84108, 0.32766], [-1.74963, -3.19145, 1.89540], [-3.65236, -4.71003, 1.59753], [-4.51818, -5.19288, -0.66277], [-3.44271, -4.19705, -2.65030], [-1.50103, -2.71245, -2.38603], [0.12084, -0.84907, -2.90179], [1.65386, -1.45452, -4.71688], [3.39111, -3.17768, -4.33617], [3.57795, -4.27550, -2.13074], [2.10134, -3.64244, -0.30222], [-4.94720, -1.64857, 3.61066], [-3.40565, -0.74778, 4.08641], [-2.13015, -1.81580, 4.90651], [-3.68855, 0.90721, 4.86641], [-2.52158, -0.25843, 1.89691], [-5.44377, -1.94700, 4.53976], [-4.73984, -2.54845, 3.03197], [-5.63789, -1.01832, 3.04997], [-2.42975, -2.03760, 5.93476], [-1.16152, -1.32765, 4.94081], [-2.02990, -2.76852, 4.38247], [-3.94685, 0.78257, 5.92168], [-4.51657, 1.42524, 4.38089], [-2.80587, 1.54251, 4.80564], [3.00417, 1.37311, -2.67650], [2.29460, 1.74955, -3.93914], [3.03098, 1.94493, -5.10539], [2.42965, 2.36611, -6.28005], [1.06390, 2.59712, -6.31804], [0.30500, 2.39274, -5.17709], [0.91768, 1.96898, -3.99681], [-0.41412, 1.68472, -2.36458], [-1.84180, 0.44532, -3.37628], [-1.57429, -0.07173, -4.64194], [-2.47527, -0.93389, -5.25533], [-3.63400, -1.30756, -4.59492], [-3.89586, -0.81442, -3.32443], [-3.01286, 0.06806, -2.71445], [-3.30913, 0.61160, -1.36438], [-1.55805, 3.44195, -2.01298], [-2.13508, 4.06563, -3.11518], [-2.90327, 5.20951, -2.94581], [-3.10353, 5.72060, -1.67520], [-2.55668, 5.07814, -0.57412], [-1.77739, 3.93546, -0.72634], [-1.20866, 3.28946, 0.49741], [4.04452, 1.11639, -2.86998], [2.53419, 0.51683, -2.18298], [2.99278, 2.22486, -1.99869], [4.10075, 1.77843, -5.08348], [3.02970, 2.51855, -7.16705], [0.58493, 2.92777, -7.22948], [-0.76362, 2.54626, -5.23359], [-0.66041, 0.18062, -5.16142], [-2.26453, -1.31526, -6.24549], [-4.33390, -1.98545, -5.06551], [-4.80371, -1.10287, -2.80894], [-4.18238, 0.17757, -0.87987], [-3.37988, 1.70029, -1.33999], [-2.45559, 0.35724, -0.68025], [-2.00974, 3.66867, -4.11253], [-3.34628, 5.69167, -3.80649], [-3.69632, 6.61447, -1.53622], [-2.73620, 5.47281, 0.41823], [-1.52515, 3.78334, 1.41530], [-0.12361, 3.26378, 0.48001], [-1.62068, 2.24187, 0.61514]],
  "mulliken_charge": [0.99, -1.97, 2.09, -2.38, 0.84, 0.43, -0.48, -0.73, -0.76, -0.82, -0.98, 1.33, -0.79, -0.92, -0.76, -1.12, -0.06, 0.70, -0.66, -0.92, -0.59, -1.01, -0.27, 1.19, 1.26, -0.65, -0.85, -0.90, -0.77, -0.68, 0.99, 0.61, -1.27, -1.03, -0.94, -1.17, -0.36, 1.22, -0.08, 1.35, 0.46, 0.52, 0.45, 0.58, 0.84, 0.35, 0.51, 0.48, 0.48, 0.52, 0.45, 0.45, 0.45, 0.46, 0.44, 0.31, 0.59, 0.45, 0.53, 0.17, 0.59, 0.61, 0.49, 0.50, 0.60, -1.06, 0.69, -0.80, -0.96, -0.13, 0.41, 0.24, 0.35, 0.49, 0.09, 0.36, 0.45, 0.37, 0.19, -0.78, 0.27, -0.74, -0.91, -1.00, -0.62, 1.53, 0.79, 0.89, -0.44, -1.04, -0.86, -0.70, -0.02, 0.29, 0.61, -0.56, -1.07, -0.84, -0.73, 0.54, 0.18, 0.56, -0.16, 0.19, 0.48, 0.44, 0.50, 0.26, 0.53, 0.50, 0.50, 0.53, 0.55, 0.23, -0.87, 0.24, 0.52, 0.43, 0.47, 0.55, -0.18, -0.15],
  "lumo_ev": [-10.1383, -10.0012],
  "multiplicity": 1,
  "total_charge": 3,
  "homo_ev": [-14.9, -14.9],
  "gap_ev": [4.74, 4.87]
}